# 1
Entry from the OMol25 dataset: 2 unconnected molecules or ions with the total composition C7H9NOS at a distorted geometry (ωB97M-V/def2-TZVPD).

```
19
Properties=species:S:1:pos:R:3:forces:R:3
S 1.0808 1.6392 0.2806 0.5 -0.3 0.0
O 0.7344 1.4228 -1.1513 -0.4 0.3 -0.4
N -1.9687 0.6909 -0.4663 -4.2 -1.9 2.6
C 2.2870 0.4705 0.6118 0.8 -1.3 -0.1
C -4.0896 0.0086 -0.0664 1.4 -1.2 -0.1
C -3.4179 0.0747 1.2189 0.1 1.1 -2.8
C -2.2132 0.5604 0.8698 1.6 0.4 0.0
C 3.9027 -1.3481 0.0804 -3.5 -2.2 2.8
C 2.7470 -0.4727 -0.2612 -1.3 2.0 0.2
C -3.1622 0.2301 -1.0549 0.3 1.2 1.3
H -1.1417 0.9671 -0.8557 2.3 0.7 -1.5
H 3.8508 -2.4481 -0.2607 -0.4 1.6 0.9
H -3.9350 0.2816 2.0766 -0.8 -0.3 2.3
H -3.2721 0.3849 -2.0766 -0.3 -0.2 -1.6
H 2.2235 -0.2957 -1.2014 0.6 -1.0 -0.5
H 4.7232 -1.0198 -0.3708 3.7 1.7 -1.9
H -5.0472 -0.4352 -0.1937 -0.7 0.1 -0.3
H 4.0038 -1.1815 1.2196 0.3 -1.0 -1.8
H 2.6944 0.4705 1.6013 0.0 0.3 0.7
```
Forces are in eV/Å.

The molar mass is 155.22 g/mol. The spin multiplicity is 3. Its energy above the lowest of the compared OMol25 structures with the same formula, charge and spin is 0.0 kcal per mole. The value obtained for the HOMO-LUMO gap (spin up / spin down) is 9.15 / 6.35 eV.


# 2
Entry from the OMol25 dataset: a molecular structure, C3H4O3 (ωB97M-V/def2-TZVPD).

```
10
Properties=species:S:1:pos:R:3:forces:R:3
O -1.5842 -1.1249 -0.8727 -0.1 0.3 0.2
O 1.7404 -0.2001 1.2989 -0.4 -0.2 -0.5
O 0.2833 1.7214 0.2107 0.1 0.0 0.1
C -1.3304 -0.0499 -0.1809 0.4 -0.1 -0.2
C 1.0058 -0.5597 0.4100 0.3 0.1 0.4
C 0.0990 0.4445 -0.2897 -0.1 0.0 0.0
H 0.9131 1.6389 0.9472 0.0 0.1 -0.1
H -2.4302 -0.6484 -0.2212 -0.2 -0.2 -0.1
H 0.3474 0.3835 -1.3657 0.0 0.0 0.1
H 0.9558 -1.6053 0.0635 0.0 0.1 0.1
```
Forces are in eV/Å.

The molar mass is 88.06 g/mol. Its energy above the lowest of the compared OMol25 structures with the same formula, charge and spin is 118.1 kcal per mole. The value obtained for the HOMO-LUMO gap is 9.22 eV.


# 3
Entry from the OMol25 dataset: a molecular structure, C29H16F9KNO4PS3 (ωB97M-V/def2-TZVPD).

```
64
Properties=species:S:1:pos:R:3:forces:R:3
K -0.7835 -2.7918 -1.2908 -0.3 0.1 -0.5
S -1.7217 -1.1335 -3.7925 0.1 -0.1 -0.1
S -3.1427 -2.5091 -6.0041 -0.2 0.0 -0.4
S -2.5703 -4.0071 -3.4962 0.0 0.0 0.0
P 0.0976 0.3840 -1.1940 -0.2 -0.3 0.0
F -6.0914 -0.9069 1.0343 0.0 0.0 0.0
F 2.9866 3.7328 3.9661 0.0 0.0 0.0
F -0.6416 5.2145 -5.8197 0.0 0.0 0.0
F 1.2755 4.4432 -6.4549 0.0 0.0 0.0
F -5.8437 1.0583 1.8874 0.0 0.0 0.0
F -6.5796 0.8462 -0.1352 0.0 0.0 0.0
F 4.6698 2.5768 3.2500 0.0 0.0 0.0
F 3.2341 1.6809 4.5909 0.0 0.0 0.0
F 1.1671 5.9098 -4.8675 0.0 0.0 0.0
O 3.5371 -4.4740 5.8693 -0.1 0.0 0.0
O 0.4691 -2.2914 0.9437 0.1 -0.1 0.1
O 2.9265 -6.3385 4.9826 -0.1 0.1 0.0
O -0.0827 -4.9593 -0.1730 0.1 -0.3 0.2
N 2.9582 -5.1102 4.9930 0.2 -0.1 -0.1
C 1.0350 -2.9640 1.8316 -0.1 0.1 -0.1
C -2.6591 0.9210 -1.4447 0.0 0.0 0.1
C 0.4876 2.0591 1.1236 0.0 0.0 0.0
C -4.2820 0.3996 0.2423 0.0 0.0 0.0
C -5.6905 0.3461 0.7400 -0.1 0.0 0.0
C 0.4437 -5.2845 0.8694 0.1 0.1 0.1
C 1.7318 -2.3046 2.9164 0.0 0.0 0.1
C -0.1669 4.0195 -3.1386 0.0 0.0 0.0
C 0.9213 2.4447 -4.6083 0.0 0.0 0.0
C 2.5426 2.0510 2.3583 0.0 0.0 0.0
C -3.9809 0.8741 -1.0234 0.0 0.0 0.0
C 0.9966 1.1088 0.2410 0.2 0.1 0.0
C 3.3518 2.5093 3.5295 0.1 0.0 0.1
C 1.2518 2.5280 2.1804 -0.1 0.0 -0.1
C -0.2971 3.0334 -2.1836 0.1 -0.1 0.0
C 0.4528 3.7182 -4.3511 0.0 0.0 0.0
C -3.2712 -0.0604 1.0770 0.0 0.0 0.0
C 0.1907 1.7438 -2.4194 0.0 0.2 0.1
C 0.5645 4.8041 -5.3730 0.0 0.1 -0.1
C 3.0673 1.0999 1.4944 0.0 0.0 0.0
C 0.7872 1.4578 -3.6369 -0.1 -0.1 -0.1
C 1.6753 -5.0845 2.9244 0.0 0.2 0.0
C 1.0476 -4.4205 1.8774 0.1 -0.1 0.1
C -2.4968 -2.5801 -4.4618 0.3 0.3 0.5
C 2.3460 -2.9824 3.9217 -0.1 0.1 -0.1
C -1.9536 -0.0064 0.6577 0.0 0.0 0.1
C -1.6299 0.5181 -0.5961 -0.1 -0.1 -0.1
C 2.2909 0.6293 0.4480 -0.1 0.1 0.1
C 2.3183 -4.3917 3.9325 0.0 -0.1 0.1
H -2.4514 1.2320 -2.4586 0.0 0.0 0.0
H 1.3711 2.2080 -5.5619 0.0 0.0 0.0
H -4.7658 1.1749 -1.7027 0.0 0.0 0.0
H -1.1763 -0.4093 1.2982 0.0 0.0 0.0
H 4.0660 0.7116 1.6456 0.0 0.0 0.0
H 0.5173 -6.3622 1.1334 0.0 0.0 0.0
H 0.8420 3.2624 2.8609 0.0 0.0 0.0
H -3.5144 -0.4718 2.0488 0.0 0.0 0.0
H 2.6750 -0.1465 -0.2028 0.0 0.0 0.0
H 1.6688 -6.1667 2.9525 0.0 0.0 0.0
H -0.5268 2.4172 1.0002 0.0 0.0 0.0
H 2.8526 -2.4573 4.7193 0.0 0.0 0.0
H 1.7322 -1.2210 2.8934 0.0 0.0 0.0
H -0.7880 3.2565 -1.2446 0.0 0.0 0.0
H 1.1036 0.4449 -3.8513 0.0 0.0 0.0
H -0.5453 5.0160 -2.9486 0.0 0.0 0.0
```
Forces are in eV/Å.

The molar mass is 779.71 g/mol. The charge is -2. Its energy above the lowest of the compared OMol25 structures with the same formula, charge and spin is 7.3 kcal per mole. The value obtained for the HOMO-LUMO gap is 4.24 eV.


# 4
Entry from the OMol25 dataset: 2 unconnected molecules or ions with the total composition C7H15NO at a distorted geometry (ωB97M-V/def2-TZVPD).

```
24
Properties=species:S:1:pos:R:3:forces:R:3
O 0.7601 -1.3145 -0.9913 -0.8 0.3 -0.2
N -1.9746 0.8804 -1.0259 -1.0 0.1 0.5
C -1.2746 1.2001 -2.0151 1.6 -1.5 -1.0
C -1.3373 2.5422 -2.6543 0.1 0.4 0.4
C 1.7023 -0.9236 2.1080 -0.1 -0.2 -0.1
C 0.9378 1.0861 0.8205 -0.4 -0.2 0.2
C 0.5655 -0.3172 1.2840 -0.7 -0.5 -1.1
C 0.2216 -1.3789 0.0855 2.4 0.7 2.4
C -0.3671 -2.6572 0.6335 -0.7 -0.1 -0.4
H -0.3358 -0.2679 1.9043 0.1 0.0 0.0
H -1.8779 -0.1057 -0.7883 0.3 0.1 0.1
H -1.0426 -2.4805 1.4659 -0.2 0.1 0.0
H -0.8733 -3.2055 -0.1578 -0.1 -0.1 0.0
H -1.8159 3.2358 -1.9674 -0.2 0.1 0.0
H 1.2262 1.7018 1.6722 0.2 -0.1 0.2
H 1.9850 -0.2438 2.9113 0.0 0.0 0.0
H 1.4205 -1.8706 2.5619 0.0 -0.1 0.1
H -0.3421 2.9236 -2.8786 0.1 -0.1 -0.1
H -0.5194 0.4397 -2.4351 -1.0 1.1 0.2
H -1.9068 2.5171 -3.5827 0.0 -0.1 -0.1
H 0.0576 1.5760 0.4098 0.2 0.0 -0.4
H 2.5797 -1.0892 1.4845 0.1 0.0 -0.1
H 0.4291 -3.2922 1.0203 0.2 0.1 -0.2
H 1.7820 1.0438 0.1348 -0.1 0.1 -0.3
```
Forces are in eV/Å.

The molar mass is 129.20 g/mol. Its energy above the lowest of the compared OMol25 structures with the same formula, charge and spin is 37.2 kcal per mole. The value obtained for the HOMO-LUMO gap is 10.36 eV.


The following DFT total energy values (in a.u.) correspond, in order, to the records above: -800.10513; -342.26770; -4505.21517; -405.67800.